The following is a quantum chemistry calculation of C54H50AsOP2RbS2 as an isolated structure in a non-equilibrium geometry, from OMol25.

Summary:
HOMO-LUMO gap ... 5.04 eV
HOMO ... -1.2 eV
Calculated total energy ... -5901.95015 Ha
Net charge ... -2

Last column: Mulliken charge in e.
Cartesian coordinates (Å):
Rb (1.874, 0.220, 0.302)  1.22
C (4.316, -1.183, 1.293)  -0.02
C (4.884, -0.121, 0.559)  0.58
C (4.807, 1.048, 1.350)  0.47
C (4.189, 0.709, 2.573)  0.93
C (3.888, -0.671, 2.539)  0.50
C (3.288, -1.504, 3.636)  -1.47
C (3.933, 1.650, 3.719)  -1.36
C (5.337, 2.399, 0.956)  -1.48
C (5.445, -0.171, -0.836)  -1.62
C (4.138, -2.615, 0.863)  -1.34
H (2.462, -2.126, 3.270)  0.12
H (2.899, -0.879, 4.446)  0.37
H (4.021, -2.187, 4.087)  0.40
H (3.751, 2.669, 3.367)  0.20
H (4.770, 1.698, 4.431)  0.30
H (3.049, 1.357, 4.294)  0.26
H (4.645, 2.972, 0.323)  0.11
H (6.272, 2.307, 0.392)  0.37
H (5.549, 3.012, 1.836)  0.43
H (4.947, 0.532, -1.515)  0.22
H (5.343, -1.168, -1.271)  0.26
H (6.514, 0.081, -0.862)  0.41
H (3.093, -2.938, 0.942)  0.16
H (4.730, -3.301, 1.483)  0.29
H (4.452, -2.768, -0.173)  0.35
S (-0.103, -2.281, 0.836)  -0.35
P (-0.859, -1.608, -0.895)  1.28
C (-0.411, -0.035, -1.361)  0.35
P (-0.092, 0.245, -3.011)  1.50
S (0.926, 1.913, -3.531)  -0.70
C (0.955, -0.999, -3.901)  0.28
C (0.536, -1.775, -4.974)  -0.37
C (1.429, -2.618, -5.629)  -0.55
C (2.750, -2.696, -5.218)  -0.71
C (3.177, -1.930, -4.137)  -0.46
C (2.286, -1.094, -3.489)  -0.36
C (-1.580, 0.314, -4.147)  -0.71
C (-2.790, -0.228, -3.734)  0.16
C (-3.924, -0.174, -4.538)  -0.91
C (-3.858, 0.431, -5.784)  -0.52
C (-2.655, 0.983, -6.211)  -0.73
C (-1.531, 0.930, -5.399)  -0.45
C (-2.682, -1.736, -0.534)  -0.50
C (-3.324, -2.940, -0.252)  -0.26
C (-4.658, -2.959, 0.127)  -0.79
C (-5.370, -1.770, 0.247)  -0.67
C (-4.735, -0.565, -0.016)  -0.94
C (-3.401, -0.554, -0.406)  0.30
C (-0.655, -3.003, -2.097)  -0.02
C (-1.643, -3.405, -2.991)  -0.11
C (-1.422, -4.453, -3.877)  -0.82
C (-0.198, -5.103, -3.893)  -0.57
C (0.802, -4.701, -3.015)  -0.53
C (0.570, -3.669, -2.121)  -0.72
H (-0.494, -1.726, -5.306)  0.26
H (1.084, -3.225, -6.459)  0.38
H (3.442, -3.356, -5.728)  0.35
H (4.206, -1.986, -3.801)  0.41
H (2.631, -0.491, -2.653)  0.02
H (-2.853, -0.670, -2.753)  0.19
H (-4.858, -0.597, -4.184)  0.48
H (-4.739, 0.484, -6.414)  0.36
H (-2.597, 1.466, -7.180)  0.38
H (-0.597, 1.376, -5.716)  0.35
H (-2.763, -3.866, -0.307)  0.48
H (-5.144, -3.904, 0.341)  0.36
H (-6.412, -1.787, 0.548)  0.37
H (-5.282, 0.367, 0.083)  0.35
H (-2.878, 0.370, -0.640)  0.27
H (-2.602, -2.904, -2.999)  0.31
H (-2.208, -4.754, -4.561)  0.39
H (-0.020, -5.914, -4.590)  0.34
H (1.768, -5.193, -3.031)  0.45
H (1.337, -3.373, -1.414)  0.44
C (-5.235, 4.374, 2.366)  -0.50
C (-5.016, 3.525, 1.290)  -0.77
C (-3.782, 2.912, 1.131)  -0.27
C (-2.753, 3.112, 2.052)  0.00
C (-2.977, 3.983, 3.114)  -0.26
C (-4.208, 4.608, 3.270)  -0.72
As (-1.069, 2.149, 1.693)  0.78
C (-1.382, 0.599, 2.848)  0.69
C (-2.646, 0.053, 3.031)  -0.65
C (-2.812, -1.112, 3.766)  -0.50
C (-1.714, -1.731, 4.345)  -0.67
C (-0.448, -1.196, 4.162)  -0.71
C (-0.281, -0.051, 3.398)  0.25
C (0.078, 3.151, 2.950)  0.19
C (0.910, 4.134, 2.418)  -0.75
C (1.706, 4.919, 3.243)  -0.74
C (1.681, 4.732, 4.616)  -0.45
C (0.855, 3.756, 5.160)  -0.70
C (0.060, 2.975, 4.334)  0.14
H (-6.196, 4.857, 2.494)  0.35
H (-5.802, 3.350, 0.565)  0.41
H (-3.606, 2.277, 0.270)  0.51
H (-2.189, 4.180, 3.830)  0.32
H (-4.364, 5.281, 4.105)  0.38
H (-3.515, 0.528, 2.591)  0.27
H (-3.802, -1.540, 3.874)  0.36
H (-1.839, -2.645, 4.913)  0.32
H (0.422, -1.691, 4.575)  0.30
H (0.725, 0.325, 3.230)  0.28
H (0.948, 4.278, 1.347)  0.39
H (2.358, 5.666, 2.807)  0.38
H (2.313, 5.332, 5.260)  0.34
H (0.836, 3.596, 6.232)  0.38
H (-0.573, 2.212, 4.771)  0.44
O (1.603, 2.580, -0.449)  -0.27
C (0.554, 2.661, -0.896)  -0.26



The following is a quantum chemistry calculation of C54H50FeN7O2S3 as an isolated structure in a non-equilibrium geometry, from OMol25.

Summary:
HOMO-LUMO gap (spin up / spin down) ... 5.52 / 5.06 eV
Spin multiplicity ... 6
HOMO (spin up / spin down) ... -12.4 / -12.4 eV
Calculated total energy ... -5079.22995 Ha
Expectation value of S² ... 8.9323
Net charge ... +2

Last column: Mulliken spin population.
Cartesian coordinates (Å):
Fe (0.025, 0.305, -0.620)  3.62
C (-2.406, -0.643, 7.506)  0.00
C (-1.831, -0.505, 6.137)  0.00
C (-2.663, -0.314, 5.038)  0.00
C (-2.138, -0.267, 3.762)  0.00
C (-0.770, -0.409, 3.583)  0.04
C (0.086, -0.558, 4.657)  -0.01
C (-0.455, -0.599, 5.929)  0.00
S (-0.267, -0.477, 1.852)  0.02
O (0.864, 0.471, 1.600)  0.05
C (0.386, -2.151, 1.785)  0.00
C (-0.655, -3.100, 1.795)  -0.01
C (-0.398, -4.416, 1.551)  0.03
C (0.915, -4.836, 1.244)  0.00
C (1.190, -6.177, 0.912)  0.00
C (2.461, -6.574, 0.595)  0.00
C (3.507, -5.641, 0.607)  0.00
C (3.274, -4.331, 0.937)  0.00
C (1.975, -3.888, 1.268)  0.01
C (1.696, -2.517, 1.578)  0.02
C (2.878, -1.645, 1.772)  0.01
C (3.698, -1.912, 2.909)  0.00
C (3.271, -2.767, 3.948)  0.00
C (4.080, -3.013, 5.024)  0.00
C (5.349, -2.423, 5.112)  0.00
C (5.787, -1.582, 4.125)  0.00
C (4.976, -1.298, 3.006)  0.00
C (5.414, -0.444, 1.970)  0.00
C (4.589, -0.147, 0.922)  0.00
C (3.313, -0.722, 0.854)  0.02
S (2.258, -0.271, -0.540)  0.00
O (2.931, -0.725, -1.755)  0.02
C (2.404, 1.540, -0.556)  0.04
C (1.877, 2.130, -1.705)  -0.03
C (1.898, 3.505, -1.849)  0.00
C (2.454, 4.315, -0.863)  0.00
C (2.578, 5.790, -1.048)  0.00
C (2.929, 3.709, 0.301)  0.01
C (2.890, 2.337, 0.471)  0.04
H (-3.401, -0.209, 7.559)  0.00
H (-1.767, -0.176, 8.250)  0.00
H (-2.489, -1.702, 7.757)  0.00
H (-3.727, -0.208, 5.179)  0.00
H (-2.776, -0.133, 2.901)  0.00
H (1.151, -0.643, 4.500)  0.00
H (0.201, -0.721, 6.777)  0.00
H (-1.655, -2.764, 2.024)  -0.02
H (-1.193, -5.144, 1.575)  0.00
H (0.370, -6.879, 0.907)  0.00
H (2.662, -7.600, 0.327)  0.00
H (4.505, -5.962, 0.358)  0.00
H (4.093, -3.630, 0.929)  0.00
H (2.292, -3.220, 3.894)  0.00
H (3.744, -3.668, 5.813)  0.00
H (5.973, -2.628, 5.967)  0.00
H (6.760, -1.118, 4.186)  0.00
H (6.408, -0.025, 2.012)  0.00
H (4.906, 0.502, 0.121)  0.00
H (1.535, 1.496, -2.516)  0.00
H (1.498, 3.954, -2.747)  0.00
H (1.899, 6.157, -1.812)  0.00
H (3.596, 6.021, -1.364)  0.00
H (2.394, 6.325, -0.121)  0.00
H (3.341, 4.321, 1.089)  0.00
H (3.243, 1.895, 1.387)  0.00
S (-1.869, -1.605, -0.548)  0.58
C (-3.115, -0.404, -0.570)  -0.02
N (-4.335, -0.852, -0.373)  0.13
N (-5.437, -0.153, -0.544)  0.30
C (-5.766, 0.716, -1.547)  -0.04
C (-4.993, 0.822, -2.712)  0.09
C (-5.415, 1.643, -3.736)  -0.05
C (-6.584, 2.382, -3.615)  0.09
C (-7.352, 2.279, -2.461)  -0.05
C (-6.959, 1.447, -1.436)  0.09
N (-2.823, 0.891, -0.695)  0.13
N (-1.656, 1.371, -0.374)  -0.14
C (-1.538, 2.738, -0.253)  -0.01
C (-0.474, 3.248, 0.508)  0.01
C (-0.384, 4.601, 0.750)  0.02
C (-1.335, 5.475, 0.241)  -0.05
C (-2.396, 4.979, -0.507)  0.01
C (-2.503, 3.628, -0.759)  -0.04
H (-6.186, -0.431, 0.085)  -0.02
H (-4.111, 0.209, -2.818)  0.01
H (-4.852, 1.691, -4.655)  0.00
H (-6.901, 3.023, -4.423)  0.00
H (-8.266, 2.845, -2.377)  0.00
H (-7.561, 1.350, -0.545)  0.00
H (0.235, 2.569, 0.953)  -0.01
H (0.419, 4.981, 1.361)  0.00
H (-1.251, 6.533, 0.439)  0.00
H (-3.149, 5.653, -0.887)  0.00
H (-3.331, 3.231, -1.325)  0.00
C (-0.686, 1.467, -6.072)  0.00
C (-1.466, 1.841, -4.822)  0.00
N (-0.871, 1.156, -3.694)  0.02
C (-0.330, -0.088, -3.768)  0.02
N (-0.033, -0.665, -2.622)  0.00
C (0.388, -2.051, -2.683)  0.05
C (1.332, -2.279, -3.856)  0.01
C (0.583, -1.908, -5.125)  0.00
N (-0.098, -0.634, -4.972)  0.01
C (-0.641, -0.050, -6.185)  0.00
H (0.330, 1.851, -5.990)  0.00
H (-1.152, 1.895, -6.958)  0.00
H (-2.522, 1.563, -4.930)  0.00
H (-1.414, 2.915, -4.637)  0.00
H (-1.164, 1.434, -2.768)  0.02
H (-0.502, -2.685, -2.791)  -0.01
H (0.867, -2.312, -1.739)  -0.01
H (1.638, -3.322, -3.893)  0.00
H (2.217, -1.659, -3.719)  0.00
H (-0.156, -2.684, -5.367)  0.00
H (1.277, -1.830, -5.968)  0.00
H (-1.643, -0.456, -6.366)  0.00
H (-0.002, -0.344, -7.019)  0.00